[1]
Entry from the Open Molecules 2025 dataset: a cluster of 16 separate species, C41H108Cl10N4O15 in total at a distorted geometry (ωB97M-V/def2-TZVPD).

Summary:
orbital gap = 8.9 eV
multiplicity = 1
max |F| = 0.073 hartree/bohr
E = -206154.5901 eV
molar mass = 1251.9 g/mol

Cartesian coordinates (Å):
N 1.112 -0.868 7.933
C 4.816 1.472 0.030
H 2.420 5.782 0.145
H 1.145 -2.942 -6.342
N -2.062 1.564 3.222
H -4.605 -7.705 -1.401
O 3.257 -1.311 5.819
H -0.434 0.354 3.523
H 7.686 6.889 -0.288
O 3.409 0.292 -6.257
H -4.103 -3.854 -5.063
H -1.755 1.502 -8.052
H 3.877 5.340 -3.232
H 1.650 0.333 12.562
H -7.625 -5.823 -5.794
C -4.514 -5.649 -6.714
C -1.780 0.106 5.217
H -2.606 0.315 -9.041
H 2.212 0.112 -4.700
C -2.023 0.448 -8.129
O 3.082 4.537 -1.362
Cl -1.335 3.645 -1.393
C 2.858 0.883 -5.119
H -1.871 -3.892 3.697
C -6.733 -6.449 -5.844
H -1.752 -5.976 -1.242
C 1.228 4.206 3.350
O 3.558 -3.930 -3.678
O -4.508 1.975 1.765
O 7.770 8.582 1.783
H 6.382 -0.092 -0.070
H 0.058 -5.400 -5.238
C 5.488 0.193 0.485
O 1.126 -3.536 -5.588
C 6.735 6.954 0.242
H -4.141 -0.235 6.369
C 8.759 9.486 1.432
H -1.076 -0.564 5.710
H -0.454 1.668 4.559
H -0.688 -2.618 4.001
Cl -1.961 -6.791 -3.416
H -3.194 -1.583 -4.970
C -2.717 -1.449 -7.062
H 2.876 -4.287 -4.251
H 3.442 -1.803 -3.565
H 1.956 -2.627 -3.211
C -2.125 1.275 1.819
H -0.569 -1.815 0.436
H -2.810 5.330 -0.494
H -3.363 -1.811 6.315
H -2.562 -1.783 3.314
N 5.572 6.729 -0.566
H 1.401 -0.026 -1.219
O -2.725 -0.064 -6.991
H -5.457 -0.850 -0.427
H 0.607 4.705 2.606
H 3.331 -2.575 -2.048
H 4.799 -0.652 0.452
H -1.423 7.371 -1.398
H -4.751 -1.341 5.249
H -4.652 -3.596 -7.511
O -2.900 -0.645 4.706
H -4.049 -5.039 -0.779
H -0.116 1.210 -5.346
Cl -0.729 -1.915 -1.951
H -0.483 -0.423 9.149
H 6.744 6.337 1.140
C -3.174 2.245 1.213
H 0.994 4.461 4.384
C -3.924 -4.224 -6.998
H 3.926 1.624 0.640
H 9.520 9.511 2.212
H 4.970 4.495 -2.235
C 1.086 -0.588 12.710
H -3.783 -0.591 0.066
H -2.115 0.738 6.039
C 3.037 -2.697 -3.091
H -3.151 -1.785 -8.003
Cl 6.071 0.389 2.161
H 3.720 -0.922 3.835
H -5.583 -5.086 -0.114
C 0.125 -1.693 -0.396
C -0.987 6.374 -1.468
C 3.918 4.514 -2.522
H -1.726 -1.891 -6.951
H 0.454 2.573 2.685
H -5.074 -0.538 1.285
Cl 1.463 0.266 1.045
C -4.793 -5.761 -0.443
H 2.076 -0.633 8.121
H 0.090 -2.168 6.826
C 0.636 -0.235 -0.471
H 4.695 -0.008 4.974
H 1.964 -0.219 10.287
H -5.447 3.064 0.190
C 0.385 -1.082 9.119
H 5.447 2.360 0.069
C -0.933 1.178 -4.624
H 2.225 4.602 3.160
C -1.183 -5.847 -2.162
H 0.245 -7.491 -1.871
H 0.925 -6.249 -2.898
C -1.142 0.981 4.065
H 1.834 -1.347 12.938
H 3.690 0.972 -4.419
Cl -6.843 -7.486 -0.954
H -0.588 -3.718 2.532
H 1.662 -2.848 7.453
H 1.226 -0.953 5.132
H -0.139 6.229 -0.798
H -1.141 -4.791 -2.430
H -3.173 2.071 0.137
Cl -0.426 6.109 -3.203
H -1.068 -0.071 -8.042
C 0.401 -4.710 -6.009
H -2.969 1.589 3.666
H -6.749 -7.176 -6.656
H -2.665 5.423 -2.207
H 5.822 8.774 1.224
O -2.163 -2.296 2.607
O -5.670 -5.508 -5.883
O -4.493 -2.382 0.587
H -5.322 -6.576 -2.521
C 1.826 -1.654 5.712
H -1.271 0.146 -4.716
C -3.527 -2.097 -5.871
O -2.034 2.022 -5.068
H 2.932 6.533 -1.318
H 6.850 9.023 -0.176
H -2.581 1.614 -5.743
C 1.136 -1.976 7.065
N -3.404 -3.559 -5.731
H -0.151 0.513 -0.575
H 0.896 -5.212 -6.841
C -5.233 -6.816 -1.461
O 1.181 2.801 3.269
H 8.415 10.514 1.549
H -4.520 -1.681 -6.040
H 1.852 -1.971 10.531
H -3.157 -4.181 -7.772
H -2.953 3.312 1.257
H 4.345 6.255 1.148
H 1.861 -2.575 5.130
H -0.566 -4.282 -6.276
H -6.686 -6.976 -4.892
C 3.216 5.764 -0.600
H -1.220 1.557 1.281
H 0.953 -2.383 -0.234
H -2.361 0.253 1.524
C -2.080 5.267 -1.301
H 9.232 9.273 0.473
C -3.809 -1.029 5.700
H -6.405 2.403 1.578
C 0.274 -6.415 -2.040
C 4.513 5.921 0.124
H -0.672 1.454 -3.603
Cl -4.057 -6.517 1.033
C -4.735 -1.025 0.371
H -0.044 -2.083 9.086
H -3.918 -2.393 1.356
C 3.696 -0.404 4.794
H -3.703 -6.224 -6.265
C 1.274 -1.055 10.401
H 0.390 -0.333 13.509
H 5.315 7.700 -0.675
H 4.937 4.957 0.407
Cl 4.215 1.183 -1.615
Cl 1.005 -5.661 -0.549
H 3.761 3.608 -3.105
C -1.222 -3.158 3.219
H 2.447 1.866 -5.351
O 0.426 -0.859 11.514
H -5.346 3.847 1.824
H 2.980 0.396 4.607
H -4.778 -6.070 -7.684
C -5.497 2.921 1.269
H 4.364 0.383 -6.246
C 6.748 8.452 0.747

Results of the Mulliken charge analysis, in e, for atoms 1 through 4: N -0.13; C -0.29; H 0.04; H 0.24



[2]
Entry from the Open Molecules 2025 dataset: a cluster of 4 separate species, C25H54ClN2O6 in total at a distorted geometry (ωB97M-V/def2-TZVPD).

Summary:
orbital gap = 8.5 eV
total charge = +1
multiplicity = 1
max |F| = 0.061 hartree/bohr
E = -54578.7312 eV
molar mass = 514.2 g/mol

Cartesian coordinates (Å):
C -0.490 3.169 1.373
C -0.625 6.116 0.918
H -1.372 0.117 0.913
C -1.385 -0.854 0.421
C 5.992 -5.938 -2.260
H 1.170 -4.448 -2.507
H 1.356 4.303 1.311
C 1.582 -0.230 1.913
H -5.483 8.732 -0.153
H 3.717 0.173 1.527
H 6.246 -5.031 -1.709
H 5.119 -8.604 -2.382
N -2.257 -1.895 0.754
H 1.234 7.102 1.400
H 0.922 0.106 2.733
H -1.483 5.668 1.431
C 0.531 4.026 0.645
H -2.982 -1.955 1.457
Cl -2.818 -4.845 1.690
H 0.913 -5.989 0.987
O -0.024 5.175 0.039
H 0.736 -0.922 -2.257
H 1.560 -2.837 -1.920
H 0.110 -4.453 1.258
H 2.311 0.630 -0.995
H -2.333 -4.922 -0.692
H -4.237 11.360 2.517
H -0.039 2.229 1.687
C -3.334 9.873 1.242
C 3.047 -0.037 2.378
O -0.480 -3.500 -1.780
H -4.457 -4.599 -1.350
H -1.021 6.911 0.287
N -0.942 -2.607 -0.869
C -2.758 -4.202 0.024
C 0.483 -0.445 -1.295
C 0.460 -5.134 0.457
H 3.400 -0.905 2.957
O 4.607 -5.837 -2.564
H 3.065 0.855 3.031
H 2.354 -0.964 -0.226
H 3.700 -8.104 -1.469
O -3.023 8.490 1.201
C 4.037 -6.937 -3.257
H -6.290 -3.610 0.009
C -4.203 -3.870 -0.558
C 1.706 -0.094 -0.412
C -4.156 10.274 2.454
H -5.183 -3.248 1.324
H 2.261 -5.095 -0.691
H -1.346 2.956 0.727
H 4.499 -7.048 -4.243
H 3.514 -9.011 -2.985
H -3.698 9.899 3.371
H 6.639 -5.231 -4.196
H 6.175 -6.778 -1.582
C -4.946 7.781 -0.153
H 2.991 -6.674 -3.430
C 4.095 -8.240 -2.478
O 1.272 0.579 0.760
H 0.685 5.986 2.646
C 1.491 -4.358 -0.377
H 6.741 -6.979 -4.012
O 2.189 -3.365 0.383
H -4.241 -2.876 -1.034
H 3.020 -3.220 -0.089
H 7.927 -5.952 -3.209
H -3.826 10.183 0.314
C 0.948 -3.726 -1.701
H -4.756 7.689 2.005
C -4.125 7.605 1.113
H 0.969 3.440 -0.166
H -4.301 7.770 -1.034
H -5.684 6.983 -0.243
C 0.348 6.722 1.913
C -0.584 -1.268 -0.593
H -0.871 3.671 2.265
H -5.517 -4.967 0.862
H 0.002 0.515 -1.565
C 6.877 -6.029 -3.490
C -1.952 -2.902 -0.058
H -2.376 10.395 1.276
C -5.350 -3.949 0.484
H 1.315 -1.277 1.687
H -0.126 7.540 2.456
H -3.704 6.598 1.123
H -5.168 9.868 2.404
H -0.368 -5.530 -0.145

Results of the Mulliken charge analysis, in e, for atoms 1 through 4: C -0.51; C 0.15; H 0.72; C 0.14



Copy entry 2 word for word.
Entry from the Open Molecules 2025 dataset: a cluster of 4 separate species, C25H54ClN2O6 in total at a distorted geometry (ωB97M-V/def2-TZVPD).

Summary:
orbital gap = 8.5 eV
total charge = +1
multiplicity = 1
max |F| = 0.061 hartree/bohr
E = -54578.7312 eV
molar mass = 514.2 g/mol

Cartesian coordinates (Å):
C -0.490 3.169 1.373
C -0.625 6.116 0.918
H -1.372 0.117 0.913
C -1.385 -0.854 0.421
C 5.992 -5.938 -2.260
H 1.170 -4.448 -2.507
H 1.356 4.303 1.311
C 1.582 -0.230 1.913
H -5.483 8.732 -0.153
H 3.717 0.173 1.527
H 6.246 -5.031 -1.709
H 5.119 -8.604 -2.382
N -2.257 -1.895 0.754
H 1.234 7.102 1.400
H 0.922 0.106 2.733
H -1.483 5.668 1.431
C 0.531 4.026 0.645
H -2.982 -1.955 1.457
Cl -2.818 -4.845 1.690
H 0.913 -5.989 0.987
O -0.024 5.175 0.039
H 0.736 -0.922 -2.257
H 1.560 -2.837 -1.920
H 0.110 -4.453 1.258
H 2.311 0.630 -0.995
H -2.333 -4.922 -0.692
H -4.237 11.360 2.517
H -0.039 2.229 1.687
C -3.334 9.873 1.242
C 3.047 -0.037 2.378
O -0.480 -3.500 -1.780
H -4.457 -4.599 -1.350
H -1.021 6.911 0.287
N -0.942 -2.607 -0.869
C -2.758 -4.202 0.024
C 0.483 -0.445 -1.295
C 0.460 -5.134 0.457
H 3.400 -0.905 2.957
O 4.607 -5.837 -2.564
H 3.065 0.855 3.031
H 2.354 -0.964 -0.226
H 3.700 -8.104 -1.469
O -3.023 8.490 1.201
C 4.037 -6.937 -3.257
H -6.290 -3.610 0.009
C -4.203 -3.870 -0.558
C 1.706 -0.094 -0.412
C -4.156 10.274 2.454
H -5.183 -3.248 1.324
H 2.261 -5.095 -0.691
H -1.346 2.956 0.727
H 4.499 -7.048 -4.243
H 3.514 -9.011 -2.985
H -3.698 9.899 3.371
H 6.639 -5.231 -4.196
H 6.175 -6.778 -1.582
C -4.946 7.781 -0.153
H 2.991 -6.674 -3.430
C 4.095 -8.240 -2.478
O 1.272 0.579 0.760
H 0.685 5.986 2.646
C 1.491 -4.358 -0.377
H 6.741 -6.979 -4.012
O 2.189 -3.365 0.383
H -4.241 -2.876 -1.034
H 3.020 -3.220 -0.089
H 7.927 -5.952 -3.209
H -3.826 10.183 0.314
C 0.948 -3.726 -1.701
H -4.756 7.689 2.005
C -4.125 7.605 1.113
H 0.969 3.440 -0.166
H -4.301 7.770 -1.034
H -5.684 6.983 -0.243
C 0.348 6.722 1.913
C -0.584 -1.268 -0.593
H -0.871 3.671 2.265
H -5.517 -4.967 0.862
H 0.002 0.515 -1.565
C 6.877 -6.029 -3.490
C -1.952 -2.902 -0.058
H -2.376 10.395 1.276
C -5.350 -3.949 0.484
H 1.315 -1.277 1.687
H -0.126 7.540 2.456
H -3.704 6.598 1.123
H -5.168 9.868 2.404
H -0.368 -5.530 -0.145

Results of the Mulliken charge analysis, in e, for atoms 1 through 4: C -0.51; C 0.15; H 0.72; C 0.14